{"formula": "C35H55N2O2P2Sr", "method": "the ωB97M-V functional and the def2-TZVPD basis", "species": ["C", "O", "H", "H", "C", "C", "H", "H", "C", "C", "C", "H", "H", "H", "C", "H", "H", "H", "H", "H", "H", "H", "H", "C", "C", "C", "O", "H", "C", "H", "H", "H", "C", "C", "H", "H", "C", "C", "H", "C", "P", "H", "H", "H", "C", "C", "H", "H", "C", "C", "H", "H", "C", "H", "C", "H", "H", "H", "C", "H", "H", "C", "H", "H", "C", "H", "H", "H", "C", "H", "C", "H", "C", "H", "H", "H", "N", "C", "H", "C", "H", "H", "H", "N", "H", "H", "H", "H", "P", "C", "C", "H", "C", "Sr", "C", "H", "C"], "xyz": [[1.69230, 5.14261, -1.75578], [1.02489, 3.45429, 4.05875], [2.56242, 1.99319, -2.30281], [1.64361, 4.42459, 0.32265], [5.66265, -0.96218, 0.53199], [1.16941, -2.69382, -2.48609], [-2.63058, -2.57748, 0.49243], [-1.74899, 1.66878, -4.73105], [-3.76744, -4.11396, 1.47623], [-1.21038, -2.43140, -2.58711], [-2.21286, -0.42918, -1.61702], [1.73643, -1.44612, 3.52443], [-3.86628, -4.65761, 4.85013], [-4.01626, -0.49432, 1.00308], [-1.68171, 1.19260, -3.73885], [-0.06780, -3.85983, -3.77121], [0.90929, 5.73759, -2.24013], [-2.43606, -2.61147, 4.82349], [-4.20168, 1.00383, -4.04573], [-2.64760, 1.03741, 2.34806], [3.23972, -0.93930, -1.52383], [-3.26633, 3.84814, -2.13480], [3.12178, -2.51272, -0.87491], [1.09047, 4.30625, -0.62317], [1.45374, -3.27969, 1.43454], [-3.71021, 1.60383, 0.49511], [1.17038, 2.88190, -1.02993], [-4.75707, -5.63890, 2.68735], [-2.82000, -3.05868, 1.46192], [-3.09800, -1.03209, -1.39093], [0.55820, -2.65699, 1.44699], [-2.38188, 2.74971, 1.85842], [-4.14162, -4.71069, 2.70243], [2.59429, -2.11327, 3.35594], [1.52637, -3.71690, 0.42773], [3.65605, 1.87038, 0.09776], [-1.15426, -1.62325, 2.60626], [-3.10931, 1.92001, 1.88024], [5.41908, 1.68606, 0.00010], [-2.67894, 1.81033, -2.73035], [-2.27123, 1.21078, -0.91942], [-0.64989, 1.29761, -3.37742], [0.99707, 2.39561, -3.06322], [0.02971, 4.54604, -0.44945], [1.05657, 2.86404, 3.06691], [4.50434, -0.03063, 0.90637], [3.49874, -1.60932, 3.72954], [5.60504, 1.17188, 2.34827], [2.71123, -2.52001, 1.87283], [-3.62237, -4.16878, 3.88608], [4.37600, 0.81436, -1.14383], [-4.25770, 0.29959, -2.45537], [-2.19364, -2.60794, 2.65940], [6.57351, -0.35466, 0.38635], [-1.04889, -1.26608, -1.77241], [5.48710, -1.51160, -0.40581], [-3.93191, 2.25107, 2.54225], [2.45398, -3.02388, 3.96275], [1.76768, 2.75295, -2.36060], [-1.86079, 0.12109, -3.90382], [4.85833, -0.26198, 3.08881], [-4.59071, 0.36318, 0.61653], [2.11696, -3.06667, -2.86801], [4.83313, -3.06568, 2.15609], [4.46400, 1.14136, -0.09495], [-5.07186, 0.06769, -0.32752], [3.40119, 4.14596, -2.68403], [-2.66646, 3.68483, -3.80806], [2.62431, -1.53164, -0.83129], [5.88452, -1.68355, 1.32794], [-0.07215, -3.11408, -2.98583], [-5.01384, 2.69136, -0.90745], [3.91979, -3.44451, 1.67800], [1.28566, -4.10002, 2.15211], [-5.25439, 3.07350, 0.81323], [3.69928, -4.41754, 2.15127], [-0.57929, -0.59835, 2.31409], [-4.08955, 1.25244, -2.98020], [-2.18576, -2.86034, -2.83214], [-2.71947, -3.09937, 3.88948], [-4.89932, 1.92898, -2.67941], [4.12775, -3.64262, 0.61712], [-5.39560, 0.56324, 1.34556], [0.18324, -0.91161, -1.24878], [3.84831, 1.13786, 2.65994], [2.44017, 5.84150, -1.36882], [2.04105, 4.38446, -3.80176], [-3.82993, 3.71672, -0.02621], [2.80737, -0.92500, 0.83961], [2.30139, 4.14035, -2.76108], [4.70745, 0.52717, 2.33512], [-4.17675, -4.53472, 0.53624], [1.23052, -1.70918, -1.50791], [0.50678, 1.08353, 0.54193], [-4.49424, 2.84126, 0.04754], [-1.54733, 3.64972, -2.43559], [-2.54490, 3.32799, -2.77328]], "forces_ev_per_a": [[-0.258, 0.058, -0.202], [0.172, -2.130, -3.579], [-0.268, 0.266, 0.035], [-0.116, -0.138, -0.302], [0.517, 0.183, -0.042], [0.692, 0.113, 0.393], [0.433, -0.221, 0.468], [-0.150, 0.231, 0.413], [0.281, 0.102, 0.630], [1.095, -1.387, 0.175], [0.583, -2.271, 2.854], [0.213, -0.206, -0.047], [-0.028, 0.613, -0.671], [-0.138, 0.244, -0.210], [0.036, -0.265, 0.187], [-0.335, -0.254, 0.253], [0.159, -0.145, 0.139], [0.203, -0.464, -0.198], [-0.188, 0.257, 0.142], [-0.041, 0.239, -0.168], [-0.128, 0.195, 0.233], [0.020, -0.150, -0.203], [-0.257, 0.123, -0.090], [-0.084, -0.603, -0.149], [-0.265, -0.182, -0.022], [0.470, -0.425, -1.367], [0.523, 1.049, -0.172], [0.415, 1.022, 0.213], [-0.271, -0.477, -0.272], [-0.105, 0.053, -0.840], [0.224, -0.027, -0.097], [-0.146, -0.235, -0.123], [0.740, 0.041, -0.718], [-0.034, -0.144, 0.080], [0.132, 0.126, 0.289], [0.171, -0.265, 0.067], [1.321, 5.955, -2.126], [0.170, -0.130, -0.182], [-0.332, -0.117, -0.092], [-0.510, 0.605, 1.103], [1.005, 0.256, -0.277], [-0.153, -0.066, -0.105], [0.219, 0.165, 0.414], [0.318, -0.166, -0.059], [-0.217, 2.079, 3.532], [-0.391, -0.740, 0.073], [-0.318, -0.222, -0.178], [-0.322, -0.236, -0.007], [0.589, 0.480, -0.019], [-0.074, -0.355, 0.554], [0.066, 0.031, 0.391], [0.186, 0.381, -0.265], [-1.558, -1.211, 0.368], [-0.232, -0.220, 0.026], [-1.475, 1.300, 0.534], [-0.007, 0.167, 0.278], [0.293, -0.186, -0.241], [0.011, 0.290, -0.145], [-0.273, 0.100, -0.103], [0.035, 0.437, 0.169], [-0.025, 0.263, -0.396], [-0.351, -0.058, 0.262], [-0.278, -0.421, 0.198], [-0.356, -0.089, -0.146], [0.058, 0.093, -0.020], [0.218, 0.152, 0.232], [-0.416, 0.033, -0.058], [-0.062, 0.099, 0.265], [0.112, -0.633, -1.833], [-0.082, 0.269, -0.325], [-0.220, 1.223, -0.087], [0.209, 0.114, 0.364], [0.089, -0.323, 0.209], [0.088, 0.162, -0.242], [0.170, -0.046, -0.223], [0.041, 0.290, -0.174], [-2.366, -5.243, 1.810], [-0.388, 0.027, -0.614], [0.184, 0.719, -0.088], [0.353, -0.026, -0.688], [0.291, -0.005, -0.276], [-0.008, 0.048, 0.265], [0.153, -0.081, -0.174], [0.263, -0.226, 0.718], [0.237, -0.159, -0.122], [-0.125, -0.168, -0.119], [0.067, -0.098, 0.429], [-0.235, -0.242, -0.037], [-0.350, 0.831, 1.197], [0.481, -0.202, 0.152], [0.072, 0.071, -0.084], [0.352, 0.626, 0.642], [0.439, -0.162, -0.772], [-0.789, -0.555, -0.468], [-0.154, -0.010, 0.086], [-0.099, -0.217, -0.105], [-0.192, 0.420, -0.519]], "total_charge": 1, "orbital_gap_ev": [5.1850, 5.1844], "largest_force_ha_per_bohr": 0.12562, "e_homo_ev": [-7.931, -7.930], "total_energy_ha": -2339.8213, "e_lumo_ha": [-0.1009, -0.1009]}

---

{"formula": "C35H55N8ORbSi2", "method": "the ωB97M-V functional and the def2-TZVPD basis", "species": ["H", "C", "H", "N", "H", "H", "H", "H", "H", "C", "H", "C", "N", "H", "C", "H", "O", "H", "N", "C", "H", "C", "C", "C", "C", "N", "H", "C", "C", "C", "H", "H", "H", "C", "H", "C", "C", "H", "H", "C", "C", "H", "H", "H", "H", "C", "C", "H", "H", "H", "H", "H", "N", "H", "H", "H", "H", "H", "Si", "C", "N", "H", "C", "H", "H", "H", "C", "H", "H", "H", "N", "C", "N", "C", "H", "C", "H", "H", "H", "H", "H", "C", "C", "C", "H", "H", "C", "H", "C", "H", "H", "C", "H", "H", "C", "C", "H", "Si", "C", "H", "Rb", "C"], "xyz": [[2.21545, 5.16953, -5.99225], [-6.06543, -0.68960, 2.77206], [1.34341, 2.18217, -0.28222], [1.09192, -2.91435, 1.39702], [-0.22900, -4.40035, -3.12350], [4.58153, 2.75500, 0.72306], [-1.81703, -2.90411, 0.84807], [-5.73417, 2.46921, 1.61661], [-2.37375, -3.77433, 2.29403], [0.77525, 3.67291, -5.41477], [1.56930, 2.59459, 4.88406], [-2.88988, 3.32054, 2.14773], [0.04908, 3.32812, -4.20277], [-0.26272, -3.38393, 4.33750], [-2.26264, -1.68293, -2.31086], [-1.75309, 0.13612, 2.09893], [1.03664, 5.90923, -4.52395], [-1.07738, 4.11555, -2.62163], [0.21675, 1.47426, 2.27609], [-0.57010, -3.36794, -3.26257], [-0.11391, 6.43684, -2.93833], [1.72836, 4.80687, -5.08802], [4.62452, -1.73354, 1.35980], [-3.73091, -0.12684, 2.44287], [-4.72417, -1.03871, 2.81300], [2.64652, -0.69567, 0.37033], [-6.81866, -1.41366, 3.06349], [-2.41059, 1.78535, 0.25436], [0.63918, -2.41837, -3.16326], [3.15562, -3.78017, 2.38350], [-0.63133, 4.74938, 0.07742], [1.67120, -1.38012, -1.67856], [4.99244, -4.53553, 3.22553], [-1.33001, 4.01492, 0.47513], [-7.48847, 0.86286, 2.33160], [5.27804, -2.71545, 2.10860], [-6.44230, 0.58269, 2.36612], [4.32468, 0.00576, -2.38194], [-0.82613, -5.05539, 4.12584], [4.20461, 1.81718, 1.14803], [0.42593, 2.12582, 3.19570], [-0.17002, 2.93495, 5.02831], [5.07186, 1.53144, -1.85946], [0.41583, -1.49885, -3.70570], [-2.16065, -1.43068, 2.55653], [4.72163, 0.55028, -1.51532], [-0.63820, 4.44523, -3.55763], [1.61689, 1.36441, -1.83558], [-0.98402, -3.30597, -4.27687], [-2.98272, -0.32685, -0.90396], [-1.46272, -0.95903, -2.44430], [1.32361, 2.80190, -5.76858], [-2.39321, -0.45020, 2.61149], [6.35115, -2.66061, 2.26470], [-1.82826, 5.19956, 2.20824], [2.62412, 2.74830, -1.36795], [5.03765, 1.29883, 1.63523], [-4.42465, -2.02972, 3.13713], [0.09813, -4.12481, 1.96402], [2.11521, 1.85270, -0.98754], [-2.96461, -1.33697, -1.06798], [2.49035, 4.44429, -4.38732], [-1.70260, -3.82485, 1.42593], [1.48404, -2.89254, -3.68379], [1.17463, -2.84071, -1.18748], [1.11121, 5.19419, -2.57638], [0.45161, -5.91001, 1.37592], [-0.25256, -6.62198, 1.82308], [-3.43767, 3.50883, 3.06770], [-1.03161, 2.65627, -1.13547], [0.91622, -2.05527, -1.78078], [-0.03361, -4.34540, 3.85967], [-0.47965, 0.95623, -3.66204], [-3.08120, 2.12060, 1.45610], [-2.90860, -1.62262, -3.19791], [2.45044, -2.81565, 1.62834], [-2.06244, -4.64184, 0.79081], [5.22268, -0.92507, 0.94614], [3.47237, 2.06069, 1.92885], [0.90603, -4.70614, 4.29245], [-1.43471, 4.81974, -4.21041], [-1.55448, 2.81177, -0.19195], [-4.10387, 1.15254, 1.98047], [4.52957, -3.75270, 2.63239], [-3.91502, -1.68066, -1.06289], [5.58792, -0.01341, -1.15001], [0.37631, 5.54045, -3.31296], [1.46755, -6.22075, 1.64338], [-1.99638, 4.27464, 1.66759], [0.07723, 3.99543, -6.19703], [0.85995, 3.99131, 4.04314], [3.23714, -1.70858, 1.09858], [-1.20990, -3.17801, -1.23096], [-2.44218, -3.83923, -2.29394], [0.68908, 2.96381, 4.35971], [-5.45281, 1.48246, 1.97143], [0.36415, -5.98485, 0.28487], [3.37775, 0.69867, -0.15989], [-0.23781, 2.06115, -3.90985], [2.58156, -4.60522, 2.79581], [-0.22367, -0.37441, 0.21248], [-1.65282, -3.08097, -2.22037]], "forces_ev_per_a": [[0.018, 0.029, -0.019], [0.000, 0.054, -0.007], [0.034, 0.008, -0.061], [0.316, 0.311, -0.101], [-0.012, 0.015, -0.010], [-0.029, -0.044, -0.024], [-0.101, -0.048, 0.033], [0.031, -0.020, -0.007], [0.036, 0.002, -0.062], [-0.008, -0.031, 0.069], [-0.004, 0.007, -0.001], [0.074, 0.000, -0.047], [-0.005, -0.144, 0.170], [0.003, -0.088, -0.045], [-0.072, -0.166, 0.333], [-0.185, 0.166, 0.211], [-0.049, -0.007, 0.028], [-0.045, -0.078, 0.102], [0.158, 0.276, 0.475], [-0.009, 0.057, 0.102], [0.007, 0.034, 0.004], [0.004, 0.024, 0.095], [-0.125, 0.010, -0.015], [0.059, -0.005, 0.036], [0.029, 0.019, -0.014], [0.107, -0.143, 0.084], [0.021, -0.015, -0.006], [-0.175, 0.201, 0.050], [-0.106, -0.053, 0.148], [-0.052, 0.078, -0.066], [0.019, -0.002, -0.010], [0.054, -0.173, 0.057], [-0.004, -0.024, 0.004], [-0.054, 0.004, -0.003], [0.002, 0.020, 0.002], [-0.082, -0.015, -0.028], [0.080, 0.006, -0.027], [0.030, 0.054, 0.062], [0.020, 0.020, -0.043], [-0.028, -0.075, 0.221], [-0.041, 0.019, -0.128], [-0.001, 0.002, -0.011], [-0.036, -0.023, 0.040], [-0.020, 0.069, 0.004], [-0.035, -0.023, -0.013], [0.075, -0.212, -0.037], [0.054, -0.091, -0.099], [0.018, 0.053, 0.074], [0.025, -0.033, -0.001], [-0.054, 0.021, 0.073], [0.000, 0.035, -0.099], [0.005, -0.031, 0.020], [-0.118, 0.011, 0.009], [0.014, 0.018, 0.004], [-0.015, 0.042, 0.023], [-0.015, -0.057, 0.023], [-0.051, 0.068, -0.024], [-0.006, 0.010, 0.016], [-0.227, -0.232, 0.114], [-0.144, -0.081, 0.008], [0.112, 0.040, -0.201], [0.011, 0.007, 0.008], [0.023, 0.072, 0.038], [0.078, -0.019, -0.031], [-0.067, 0.078, 0.116], [0.011, 0.014, -0.012], [0.165, -0.034, -0.107], [-0.002, 0.036, -0.015], [-0.010, -0.003, 0.036], [0.199, -0.030, 0.011], [0.144, -0.134, -0.556], [0.119, 0.125, 0.128], [0.122, 0.351, -0.160], [-0.139, -0.048, -0.007], [0.033, 0.093, -0.105], [-0.100, -0.167, 0.041], [-0.009, 0.044, 0.017], [-0.013, -0.033, 0.019], [0.062, 0.000, -0.074], [-0.089, 0.030, -0.008], [-0.044, -0.013, -0.040], [-0.173, 0.008, -0.001], [0.045, 0.055, -0.025], [-0.037, 0.080, -0.039], [-0.029, -0.021, 0.062], [-0.050, 0.055, -0.063], [0.120, -0.010, -0.041], [-0.084, -0.006, -0.027], [-0.023, -0.123, -0.052], [-0.038, -0.014, -0.027], [-0.011, -0.009, -0.025], [0.073, 0.072, -0.076], [-0.028, -0.049, 0.026], [-0.005, 0.003, 0.027], [-0.016, -0.087, -0.054], [-0.069, -0.070, 0.035], [-0.012, 0.022, 0.073], [0.173, 0.351, -0.129], [-0.161, -0.025, -0.059], [0.049, 0.030, -0.007], [0.264, -0.547, -0.265], [0.025, 0.047, -0.113]], "total_charge": -2, "orbital_gap_ev": 3.6557, "largest_force_ha_per_bohr": 0.01288, "e_homo_ev": 0.020, "total_energy_ha": -2483.0755, "e_lumo_ha": 0.1351}